# 1
{"formula": "C2H5FNO", "method": "ωB97M-V/def2-TZVPD", "total_charge": -1, "max_force_ev_per_a": 3.1, "total_energy_ha": -308.8976, "e_above_lowest_kj_mol": 589.6, "homo_ha": [-0.1079, -0.0794], "gap_ev": [7.754, 6.707], "species": ["C", "C", "N", "O", "F", "H", "H", "H", "H", "H"], "positions_angstrom": [[0.646, -0.873, 0.428], [-0.751, -0.745, 0.213], [0.959, 1.346, -1.051], [-0.334, 1.541, -1.152], [-1.655, -0.779, 1.329], [1.132, -0.426, -0.449], [0.943, -0.404, 1.382], [-1.229, -1.615, -0.331], [-0.962, 0.340, -0.344], [1.251, 1.615, -0.025]]}

***

# 2
{"formula": "C17H20FNO2Os", "method": "ωB97M-V/def2-TZVPD", "total_charge": 2, "max_force_ev_per_a": 0.3, "total_energy_ha": -1054.8457, "e_above_lowest_kj_mol": 71.4, "homo_ha": [-0.5687, -0.5682], "gap_ev": [6.689, 6.642], "species": ["Os", "C", "O", "C", "C", "O", "C", "H", "H", "H", "H", "H", "H", "H", "H", "H", "H", "F", "N", "C", "C", "C", "C", "C", "C", "C", "C", "C", "C", "C", "C", "C", "H", "H", "H", "H", "H", "H", "H", "H", "H", "H"], "positions_angstrom": [[1.574, -0.092, 0.329], [2.654, -0.380, 3.193], [2.609, 0.537, 2.056], [3.905, 1.137, 1.766], [3.704, 1.954, 0.523], [3.088, 1.089, -0.478], [4.005, 0.547, -1.485], [3.096, 0.150, 4.033], [3.240, -1.255, 2.920], [1.626, -0.643, 3.421], [4.627, 0.331, 1.623], [4.196, 1.759, 2.613], [4.646, 2.338, 0.134], [3.011, 2.778, 0.683], [4.446, 1.391, -2.010], [3.405, -0.052, -2.161], [4.758, -0.068, -0.997], [2.881, -1.468, 0.301], [-0.110, 0.046, 0.028], [-1.402, -0.197, -0.338], [-1.752, -1.545, -0.674], [-2.758, -1.789, -1.633], [-3.070, -3.084, -1.991], [-2.401, -4.147, -1.394], [-1.400, -3.923, -0.447], [-1.065, -2.636, -0.101], [-2.301, 0.910, -0.360], [-1.814, 2.225, -0.529], [-2.690, 3.282, -0.567], [-4.058, 3.055, -0.399], [-4.552, 1.771, -0.192], [-3.687, 0.699, -0.177], [-3.234, -0.959, -2.136], [-3.822, -3.270, -2.744], [-2.654, -5.162, -1.672], [-0.896, -4.759, 0.016], [-0.315, -2.464, 0.662], [-0.755, 2.390, -0.675], [-2.326, 4.287, -0.729], [-4.742, 3.893, -0.416], [-5.609, 1.616, -0.029], [-4.057, -0.294, 0.036]]}

***

# 3
{"formula": "C6H10O", "method": "ωB97M-V/def2-TZVPD", "total_charge": 0, "max_force_ev_per_a": 2.1, "total_energy_ha": -309.6921, "e_above_lowest_kj_mol": 394.6, "homo_ha": -0.2993, "smiles": "C1[C@H]2C[C@@H]12.C=CO", "gap_ev": 9.047, "species": ["C", "C", "C", "C", "H", "H", "H", "H", "H", "H", "C", "C", "O", "H", "H", "H", "H"], "positions_angstrom": [[0.630, -0.624, -0.638], [1.539, 0.394, -0.999], [1.924, 1.173, 0.179], [0.441, 1.019, -0.063], [0.075, -1.140, -1.430], [0.723, -1.212, 0.272], [1.558, 0.777, -2.005], [2.395, 2.122, -0.068], [2.327, 0.673, 1.057], [-0.119, 1.829, -0.535], [-2.169, -0.766, -0.088], [-1.606, -1.071, 1.091], [-0.860, -0.240, 1.824], [-2.683, -1.522, -0.671], [-2.181, 0.254, -0.464], [-1.686, -2.109, 1.453], [-0.309, 0.444, 1.083]]}

***

# 4
{"formula": "C20H41ClN5O6S", "method": "ωB97M-V/def2-TZVPD", "total_charge": -1, "max_force_ev_per_a": 1.3, "total_energy_ha": -2370.1304, "homo_ha": -0.0500, "gap_ev": 3.571, "species": ["C", "C", "C", "C", "N", "C", "C", "C", "C", "S", "O", "O", "Cl", "H", "H", "H", "H", "H", "H", "H", "H", "H", "H", "H", "H", "H", "C", "O", "N", "C", "C", "H", "H", "H", "H", "H", "H", "H", "C", "O", "N", "C", "C", "H", "H", "H", "H", "H", "H", "H", "C", "O", "N", "C", "C", "H", "H", "H", "H", "H", "H", "H", "C", "O", "N", "C", "C", "H", "H", "H", "H", "H", "H", "H"], "positions_angstrom": [[-2.670, -1.205, 3.216], [-1.588, -0.918, 2.763], [-0.326, -0.522, 2.122], [-0.166, -1.286, 0.782], [-1.236, -0.719, -0.091], [1.245, -1.050, 0.142], [2.262, -0.178, 0.898], [1.991, 1.342, 0.834], [3.315, 2.105, 0.742], [3.149, 3.842, 1.139], [2.085, 4.050, 2.072], [4.421, 4.414, 1.492], [2.544, 4.724, -0.616], [-3.563, -1.351, 3.773], [-0.389, 0.560, 1.933], [0.488, -0.703, 2.829], [-1.469, -1.409, -0.785], [-0.933, 0.135, -0.568], [1.725, -2.030, 0.019], [1.113, -0.654, -0.874], [2.389, -0.501, 1.932], [3.244, -0.332, 0.417], [1.364, 1.595, -0.021], [1.442, 1.672, 1.714], [4.066, 1.670, 1.402], [3.702, 2.046, -0.278], [-3.785, -2.512, -0.749], [-3.666, -1.892, -1.791], [-4.661, -3.532, -0.590], [-4.761, -4.262, 0.657], [-5.502, -3.904, -1.708], [-3.175, -2.306, 0.146], [-4.535, -5.319, 0.496], [-5.772, -4.175, 1.067], [-4.053, -3.854, 1.376], [-4.871, -4.179, -2.555], [-6.127, -3.062, -2.015], [-6.131, -4.748, -1.435], [-1.224, 3.097, 2.428], [-1.009, 2.639, 1.328], [-2.457, 3.404, 2.886], [-2.677, 3.944, 4.207], [-3.590, 3.151, 2.014], [-0.420, 3.291, 3.159], [-3.312, 3.273, 4.791], [-3.162, 4.923, 4.144], [-1.725, 4.059, 4.722], [-3.627, 2.092, 1.751], [-3.490, 3.726, 1.092], [-4.510, 3.435, 2.523], [8.056, 5.089, -1.857], [7.213, 4.449, -2.454], [7.804, 5.962, -0.863], [8.862, 6.696, -0.203], [6.425, 6.173, -0.439], [9.132, 5.006, -2.093], [8.875, 6.463, 0.863], [8.711, 7.771, -0.327], [9.825, 6.426, -0.633], [5.991, 5.239, -0.092], [5.832, 6.537, -1.279], [6.400, 6.901, 0.367], [-3.356, -6.625, -2.542], [-4.080, -7.299, -1.832], [-2.811, -7.048, -3.700], [-1.957, -6.192, -4.501], [-3.093, -8.398, -4.149], [-3.082, -5.588, -2.290], [-2.390, -6.048, -5.493], [-0.967, -6.640, -4.607], [-1.852, -5.221, -4.021], [-4.167, -8.534, -4.286], [-2.753, -9.121, -3.406], [-2.582, -8.580, -5.092]]}

***

# 5
{"formula": "C3H3FS2", "method": "ωB97M-V/def2-TZVPD", "total_charge": 0, "max_force_ev_per_a": 1.4, "total_energy_ha": -1012.3048, "e_above_lowest_kj_mol": 27.5, "homo_ha": -0.3332, "smiles": "C=C(F)C(=S)S", "gap_ev": 7.994, "species": ["C", "C", "F", "C", "S", "S", "H", "H", "H"], "positions_angstrom": [[-1.187, 1.042, -0.026], [-0.396, -0.017, 0.032], [-0.989, -1.276, -0.035], [1.070, -0.068, -0.049], [1.973, 1.299, -0.022], [1.829, -1.599, -0.014], [-2.261, 0.852, -0.113], [-0.778, 2.056, 0.141], [0.739, -2.288, 0.085]]}

***

# 6
{"formula": "C8H58NO22", "method": "ωB97M-V/def2-TZVPD", "total_charge": -1, "max_force_ev_per_a": 1.1, "total_energy_ha": -2049.5855, "homo_ha": -0.0831, "gap_ev": 3.695, "species": ["C", "O", "C", "C", "C", "N", "C", "C", "C", "C", "O", "H", "H", "H", "H", "H", "H", "H", "H", "H", "H", "H", "H", "H", "H", "H", "H", "H", "H", "O", "H", "H", "O", "H", "H", "O", "H", "H", "O", "H", "H", "O", "H", "H", "O", "H", "H", "O", "H", "H", "O", "H", "H", "O", "H", "H", "O", "H", "H", "O", "H", "H", "O", "H", "H", "O", "H", "H", "O", "H", "H", "O", "H", "H", "O", "H", "H", "O", "H", "H", "O", "H", "H", "O", "H", "H", "O", "H", "H"], "positions_angstrom": [[4.134, -1.597, 0.298], [4.305, -0.229, -0.063], [3.093, 0.526, 0.021], [1.938, 0.004, -0.813], [0.955, 1.157, -1.116], [-0.408, 0.792, -1.385], [-0.507, -0.320, -2.318], [-1.000, -1.601, -1.620], [-2.492, -1.466, -1.282], [-2.743, -0.676, -0.011], [-3.201, -1.561, 1.062], [4.952, -1.893, 0.955], [4.198, -2.188, -0.611], [3.214, -1.770, 0.853], [2.772, 0.633, 1.062], [3.336, 1.517, -0.359], [1.458, -0.824, -0.298], [2.326, -0.394, -1.752], [1.423, 1.803, -1.909], [0.943, 1.780, -0.214], [0.400, -0.493, -2.920], [-1.309, -0.082, -3.040], [-0.434, -1.840, -0.722], [-0.917, -2.472, -2.287], [-2.976, -2.437, -1.239], [-2.926, -0.886, -2.095], [-3.505, 0.085, -0.198], [-1.846, -0.167, 0.326], [-3.334, -0.972, 1.818], [0.896, 2.361, 2.007], [0.187, 2.022, 2.564], [0.939, 3.300, 2.223], [6.303, 1.000, 2.248], [6.483, 1.821, 1.774], [5.480, 0.699, 1.842], [-2.355, 2.830, -2.660], [-1.618, 2.252, -2.361], [-3.063, 2.211, -2.864], [-6.452, -1.739, 0.195], [-6.419, -0.782, 0.071], [-5.525, -1.987, 0.323], [-4.650, 5.034, -3.516], [-3.923, 4.460, -3.242], [-5.377, 4.425, -3.685], [2.192, 4.722, 3.367], [2.950, 4.233, 3.015], [2.585, 5.325, 4.007], [-8.951, -3.595, 0.337], [-8.134, -3.079, 0.338], [-9.218, -3.606, -0.587], [1.224, 3.195, 5.689], [0.970, 3.813, 6.382], [1.379, 3.748, 4.906], [7.241, -2.648, 1.348], [7.898, -2.558, 0.649], [7.185, -1.763, 1.730], [-6.685, 1.115, 0.828], [-7.451, 0.832, 1.341], [-6.588, 2.050, 1.040], [-6.990, 2.438, -1.906], [-6.544, 2.126, -1.110], [-7.911, 2.176, -1.771], [4.643, -3.783, -2.136], [5.389, -4.294, -1.807], [3.959, -4.446, -2.309], [-5.864, -3.577, 2.659], [-6.561, -3.765, 3.296], [-6.314, -3.111, 1.943], [4.013, 2.547, 4.370], [3.270, 2.314, 4.943], [4.235, 1.730, 3.909], [7.041, 3.188, -0.001], [7.817, 3.751, -0.088], [6.728, 3.062, -0.907], [-9.647, 2.548, -0.725], [-10.411, 2.265, -0.211], [-9.565, 3.492, -0.546], [-3.438, -4.460, 0.406], [-4.191, -4.761, 0.928], [-3.360, -3.522, 0.637], [3.300, -5.700, -3.887], [2.502, -5.431, -4.356], [3.993, -5.664, -4.554], [10.309, -3.229, -0.245], [11.056, -3.729, 0.100], [9.642, -3.901, -0.424], [4.677, 2.855, -2.062], [3.844, 2.903, -2.546], [4.658, 1.974, -1.665]]}